This record from OMol25 describes the molecule C8H15BrSi. The level of theory is the ωB97M-V functional and the def2-TZVPD basis.

Positions of all 25 atoms, in Å:
C 3.11413 1.08221 0.33837
H 3.79547 0.18255 -1.54948
C -0.67090 0.77240 0.50098
C -3.78817 -1.82712 -1.49238
H -4.83086 -1.80597 1.89316
H 0.29517 2.37525 1.10940
Br -5.18985 1.01116 -0.33883
H 0.84132 0.90579 1.88606
C 0.51936 1.34200 0.98370
H 3.46676 1.98395 0.93828
H 3.07930 0.27663 0.97412
H 4.16346 1.83096 -1.25684
H -3.73043 -2.86545 -1.20892
H -3.16740 -2.23111 1.73551
H 1.52767 2.13092 -0.86903
C -1.78536 0.52224 0.22909
C -3.90364 -1.39150 1.75513
Si -3.66544 -0.63783 0.06112
C 1.67254 1.33228 -0.18884
H 5.14699 0.61181 -0.50410
C 4.15884 0.84257 -0.77219
H -3.04591 -1.41860 -2.12650
H -3.51279 -0.64887 2.47893
H -4.79230 -1.71871 -1.94491
H 1.67409 0.42448 -0.74097

Output
net charge = 0
HOMO level = -9.5 eV
frontier orbital gap = 0.3766 Ha
energy relative to the best compared isomer or geometry (same formula, charge and spin) = 72.51 kJ/mol
SMILES = CCCCC#C[Si](C)(C)Br

=====

This record from OMol25 describes the ion CHO3PS2 with charge -2. The level of theory is the ωB97M-V functional and the def2-TZVPD basis.

Positions of all 8 atoms, in Å:
O -1.41532 2.55449 -0.30929
P -1.07761 1.17462 0.22981
O -2.16868 0.28833 0.82000
O -0.28217 0.24597 -0.87455
S 0.22034 2.30679 2.69606
S 1.12438 -0.24902 1.65687
H -0.10275 -0.42903 -0.23534
C 0.14980 1.13400 1.56739

Output
net charge = -2
HOMO level = 0.2 eV
frontier orbital gap = 0.2115 Ha
energy relative to the best compared isomer or geometry (same formula, charge and spin) = 8.29 kJ/mol
SMILES = O=[P@@]([O-])(O)C(=S)[S-]

=====

This record from OMol25 describes a cluster of 2 separate species, CH3N3O6Si in total. The level of theory is the ωB97M-V functional and the def2-TZVPD basis.

Positions of all 14 atoms, in Å:
O 0.32719 -1.64247 1.51428
H 2.60485 1.00560 0.68469
N -2.40112 1.27127 0.55730
N -0.16408 -0.67557 -1.72171
O -1.24172 -0.71871 -2.31815
H 2.58571 0.42875 -1.11476
Si 0.26435 0.33628 -0.16159
N -0.34482 -0.66165 1.33433
O -1.17322 -0.22420 2.04777
O 0.77949 -1.40637 -2.05147
H 2.26409 -0.75772 0.05887
O -2.57787 2.24996 1.21610
O -3.11966 0.47084 0.03369
C 2.19682 0.32398 -0.07935

Output
net charge = 0
HOMO level (alpha / beta) = -10.6 / -9.5 eV
frontier orbital gap (alpha / beta) = 0.2980 / 0.2734 Ha
energy relative to the best compared isomer or geometry (same formula, charge and spin) = 210.49 kJ/mol

=====

This record from OMol25 describes a cluster of 2 separate species, C7H8O3 in total. The level of theory is the ωB97M-V functional and the def2-TZVPD basis.

Positions of all 18 atoms, in Å:
C -1.10133 -1.13342 -1.01242
H 0.89817 -1.77966 -0.47074
C 0.14394 -0.42034 1.01028
H -0.36919 -2.43893 0.56420
H -1.59155 -1.91613 -1.59319
H 3.71598 0.17933 -0.16924
H -0.81954 0.98017 2.35186
O -0.00353 3.13849 -0.23714
O 3.42922 0.40857 -1.05936
C -1.06482 0.31337 1.52125
C -0.30034 2.02726 -0.01607
O 1.23343 0.26234 1.06874
H -1.94054 0.60275 -1.90200
H 2.47909 0.59125 -0.98465
H -1.88786 -0.37395 1.76042
C -0.06085 -1.53670 0.00933
C -1.17755 0.97333 0.14940
C -1.58273 0.12225 -0.99067

Output
net charge = 0
HOMO level (alpha / beta) = -8.5 / -8.5 eV
frontier orbital gap (alpha / beta) = 0.2988 / 0.2988 Ha
energy relative to the best compared isomer or geometry (same formula, charge and spin) = 319.06 kJ/mol
SMILES = O=C=C1C=CCC(=O)C1.O

=====

This record from OMol25 describes a cluster of 2 separate species, C8H9IN in total. The level of theory is the ωB97M-V functional and the def2-TZVPD basis.

Positions of all 19 atoms, in Å:
C 1.13761 0.69202 0.64792
H 1.59264 2.53897 1.35219
C -0.27716 0.63082 -1.32205
C 0.39161 -2.03935 -0.12625
H 0.20218 3.81375 -0.28215
C 0.20405 2.72714 -0.19697
I 2.38223 -2.71449 0.07467
C 1.02228 2.05267 0.68934
H 0.04892 -2.39305 -1.05999
H -0.89779 2.54458 -2.11346
C -1.87518 -2.13321 0.74090
H -0.63432 0.05468 -2.19918
H -2.37867 -2.39946 -0.09250
N 0.47380 0.05567 -0.38472
H 1.94372 0.27504 1.11358
C -0.39264 2.03320 -1.27938
H -2.43792 -2.00238 1.61547
C -0.54842 -2.01022 0.97660
H 0.04305 -1.72638 1.84597

Output
net charge = +1
HOMO level = -13.8 eV
frontier orbital gap = 0.3243 Ha
energy relative to the best compared isomer or geometry (same formula, charge and spin) = 143.49 kJ/mol

=====

This record from OMol25 describes a structure of composition C10H20ClF3NO2PSiTb. The level of theory is the ωB97M-V functional and the def2-TZVPD basis.

Positions of all 40 atoms, in Å:
H 2.27674 0.03381 1.83674
H -1.77576 -2.00396 -4.51390
H 3.82964 -0.68868 1.59060
H 1.34328 -0.76424 -2.87232
Si 0.65273 -0.72887 -0.51957
H -1.64981 -0.03024 1.12998
H -2.20450 2.80947 4.14028
H 2.50749 -2.06061 0.34827
H -0.71776 -0.62280 -4.64181
N -0.58681 -1.64187 -2.79019
H -3.30619 2.89369 2.01824
F 4.47648 2.36982 -1.12335
Cl -0.84215 -2.72557 2.09204
C 3.03585 -0.14745 1.07421
H -3.36672 1.50495 4.19850
P -0.59162 -2.64553 -0.01525
O 0.19207 0.58473 0.30467
C -2.47501 1.86147 3.69421
O -2.10926 -2.44559 -0.56912
C -1.23060 0.80411 0.56748
H -3.35824 1.15356 1.88315
H -1.75422 0.90562 -0.38227
H -1.70220 1.11941 3.88945
C 2.47101 -1.04790 -0.05116
F 4.61046 1.57834 1.44574
H -2.09351 -1.82341 -1.33961
H -0.14916 -2.53840 -2.60218
C -2.73643 1.99050 2.19703
C 3.68392 1.11125 0.67672
C 3.48523 1.87715 -0.50408
H 3.09262 -1.06623 -0.94110
H -1.50280 2.91658 0.70726
H -0.60166 2.16747 2.07165
C -1.42875 2.06935 1.37700
H -0.06828 -2.26353 -4.77261
Tb -1.40174 -4.77613 0.63598
H 0.04497 0.38803 -2.62447
F 2.35343 2.12347 -0.99066
C 0.38692 -0.60837 -2.36306
C -0.78963 -1.63339 -4.26247

Output
2S+1 = 7
net charge = +3
HOMO level (alpha / beta) = -18.5 / -18.5 eV
frontier orbital gap (alpha / beta) = 0.2303 / 0.2840 Ha

=====

We obtain F_max values of 8.038; 2.451; 2.724; 5.051; 5.192; 5.998 eV Å⁻¹ for the records listed above, in that order.